Computed, not measured: C4H9N4 as an isolated structure, with wB97M-V/def2-TZVPD.

```
17
Properties=species:S:1:pos:R:3:lowdin_charge:R:1
C 2.0013 0.2786 -2.5187 -0.1632
C 2.1933 0.4692 -1.2206 0.2468
C 0.3110 0.2019 1.5747 -0.0066
C -1.7228 -0.1559 0.2046 0.0052
N 0.7898 -0.1973 -2.9884 0.0667
N -0.0056 -0.4315 -1.9677 0.0131
N 0.4263 -0.2206 -0.7452 0.0388
N -0.2941 -0.3237 0.3614 -0.2065
H 2.8501 0.5421 -3.2290 0.1634
H 2.7300 0.8109 -0.3912 0.0684
H -0.0545 -0.5180 2.3562 0.1178
H 1.3672 0.2421 1.3605 0.0729
H -0.2482 1.1567 1.9940 0.1434
H -2.0828 -1.1072 0.1050 0.0829
H -1.9400 0.2390 1.1358 0.0774
H -2.1436 0.3589 -0.5892 0.0851
H -1.0385 -0.5283 -2.0465 0.1945
```

Properties
- Charge: +1
- Relative energy (zero: lowest compared OMol25 entry of this formula, charge and spin): 6.887 eV
- LUMO energy: -0.1750 hartree
- Frontier orbital gap: 8.119 eV
- HOMO energy: -12.8805 eV